[1]
DFT (the ωB97M-V functional and the def2-TZVPD basis) results for a cluster of 9 separate species, C40H104N6O14 in total at a distorted geometry.

Kohn-Sham gap (spin up / spin down), Eh: 0.249 / 0.074
⟨S²⟩: 0.7549
E_HOMO (spin up / spin down), eV: -9.628 / -9.628

```
! wB97M-V def2-TZVPD RIJCOSX def2/J DEFGRID3
* xyz 1 2
C 4.16642 5.18144 -0.35423
C 5.32178 5.96265 -1.01675
O 4.91705 7.25668 -1.25388
H 4.03438 5.33538 0.71673
H 4.14750 4.10993 -0.55325
H 3.28178 5.55269 -0.87160
H 5.53769 5.49397 -1.97686
H 6.25054 5.95428 -0.44628
H 4.26012 7.47881 -0.59002
C 5.50557 -3.69881 1.54299
C 5.93997 -4.33225 0.29901
O 4.96656 -3.91926 -0.68611
H 6.30546 -3.54580 2.26748
H 4.63731 -4.11671 2.05248
H 5.28706 -2.64303 1.38274
H 5.96973 -5.42154 0.32486
H 6.92167 -3.95481 0.01281
H 5.27459 -4.42020 -1.44492
C -3.11562 -1.41464 0.59987
C -2.27272 -1.08959 1.84299
O -1.27601 -2.07268 1.95593
H -3.63645 -0.52176 0.25401
H -3.81902 -2.23007 0.76840
H -2.64760 -1.62106 -0.36265
H -3.03381 -1.06757 2.62296
H -1.68345 -0.19507 1.64122
H -0.45495 -1.68606 1.64292
C -0.03111 -1.00025 -2.65511
O 1.09482 -1.30975 -1.86601
C 1.30377 -0.25922 -0.88996
C 2.68046 -0.45285 -0.32429
N 2.89963 0.50384 0.76190
C 3.84605 0.26071 1.82103
C 3.96784 1.39561 2.87035
O 4.33289 2.69510 2.39684
C 5.36805 2.68822 1.39475
H -0.19630 -1.89394 -3.25689
H 0.21849 -0.08431 -3.19069
H -0.93154 -0.99868 -2.04085
H 0.64210 -0.24714 -0.02385
H 1.22482 0.72943 -1.34211
H 3.41648 -0.51827 -1.12560
H 2.72083 -1.43830 0.13977
H 3.17811 1.34637 0.27951
H 4.79797 -0.04037 1.38366
H 3.32562 -0.53118 2.35970
H 4.69982 1.31776 3.67424
H 2.95984 1.61942 3.21956
H 6.13673 1.99039 1.72681
H 5.68869 3.67701 1.06676
H 4.91013 2.21091 0.52838
C -2.54047 1.64316 -1.50860
O -3.69910 1.68590 -0.73773
C -4.33267 2.92748 -0.46672
C -5.65408 2.63393 0.31515
N -5.39579 2.69442 1.78302
C -4.90345 1.45210 2.32368
C -4.69481 1.53447 3.84320
O -5.83429 2.04218 4.58448
C -5.71569 2.58997 5.90623
H -2.50974 0.58491 -1.76797
H -1.61089 1.99388 -1.06030
H -2.66314 2.26606 -2.39462
H -4.51675 3.43043 -1.41606
H -3.68102 3.57904 0.11545
H -6.15338 1.68456 0.12149
H -6.35576 3.46571 0.25278
H -6.20040 3.08632 2.25112
H -3.97038 1.10672 1.87847
H -5.56913 0.61828 2.10072
H -3.74982 2.07552 3.79462
H -4.53283 0.53355 4.24322
H -5.15413 3.51908 6.00370
H -5.26900 1.91873 6.63972
H -6.69491 2.87489 6.29101
C -2.16455 -1.56476 6.10888
O -1.15613 -2.42469 6.65174
C -0.26360 -2.84276 5.68021
C 0.88635 -3.65612 6.17571
N 2.05193 -2.87519 6.27873
C 2.27251 -2.11615 7.50120
C 1.86970 -0.67826 7.45711
O 2.39607 0.04465 6.31742
C 1.65839 1.31847 6.05480
H -2.40188 -1.92111 5.10649
H -1.76581 -0.55147 6.06040
H -2.92047 -1.32659 6.85718
H 0.11709 -2.03830 5.05091
H -0.90320 -3.31432 4.93413
H 1.07214 -4.47093 5.47595
H 0.54068 -4.17040 7.07245
H 2.16976 -2.12439 5.61351
H 3.34113 -2.30458 7.60426
H 1.65620 -2.44632 8.33741
H 2.35946 -0.29433 8.35200
H 0.79585 -0.50667 7.53130
H 2.10727 1.97564 5.30999
H 1.43494 1.93469 6.92569
H 0.65601 1.09578 5.68910
C -6.66547 -3.02228 -4.56654
O -5.83399 -3.92181 -3.83937
C -4.86927 -3.32926 -3.06178
C -3.59744 -2.88828 -3.77622
N -3.73128 -1.56101 -4.37489
C -2.94361 -1.51635 -5.63935
C -3.29656 -0.31310 -6.46699
O -4.61593 -0.57959 -6.93524
C -5.52571 0.56271 -6.64151
H -7.51674 -3.60553 -4.91763
H -6.21019 -2.53735 -5.43006
H -7.22683 -2.27888 -4.00057
H -4.46973 -3.99249 -2.29458
H -5.34029 -2.53583 -2.48152
H -3.35117 -3.66566 -4.49949
H -2.62337 -2.93903 -3.28969
H -4.61317 -1.28031 -4.77934
H -3.14725 -2.45598 -6.15289
H -1.86892 -1.44148 -5.47343
H -2.83183 -0.05411 -7.41833
H -3.34771 0.54946 -5.80256
H -5.65627 0.81395 -5.58892
H -6.53261 0.38752 -7.02042
H -5.21464 1.48097 -7.13964
C -0.25547 6.89213 -4.59840
O -0.42013 5.43733 -4.57278
C 0.67653 4.89739 -3.82702
C 0.53231 3.38599 -3.48732
N 0.65402 2.45356 -4.61840
C 2.06043 2.29853 -5.16621
C 3.10779 1.87282 -4.17893
O 3.88898 3.03070 -3.77863
C 5.01183 2.57784 -3.10983
H -1.26619 7.29812 -4.63982
H 0.32148 7.19599 -5.47183
H 0.25094 7.38994 -3.77146
H 0.77445 5.37363 -2.85146
H 1.63706 4.97296 -4.33669
H -0.47193 3.28884 -3.07482
H 1.23961 3.12865 -2.69890
H -0.13310 2.43185 -5.25091
H 2.34184 3.20301 -5.70550
H 1.92476 1.44344 -5.82841
H 3.70027 1.20319 -4.80235
H 2.59481 1.30421 -3.40327
H 4.78125 2.37540 -2.06391
H 5.66848 3.44523 -3.04240
H 5.51597 1.81920 -3.70849
C 0.10602 -4.60717 -0.57368
C 1.54688 -4.37886 -0.36081
C 2.20781 -5.59674 0.29220
O 1.45974 -6.03835 1.46678
C 1.30873 -5.10961 2.50526
N 2.11758 -4.11928 -1.66897
H -0.40011 -4.91683 0.34067
H 0.01266 -5.40253 -1.31313
H -0.46974 -3.78283 -0.99446
H 1.77544 -3.49478 0.23440
H 3.23291 -5.36577 0.58192
H 2.24006 -6.42993 -0.40984
H 0.28733 -5.40834 2.74109
H 1.43891 -4.05485 2.26310
H 1.73479 -5.41700 3.46029
H 3.10221 -3.95426 -1.51609
H 1.74484 -3.23743 -1.99070
*
```

[2]
DFT (the ωB97M-V functional and the def2-TZVPD basis) results for a cluster of 10 separate species, C40H105N5O10 in total at a distorted geometry.

Kohn-Sham gap, Eh: 0.336
Structure (SMILES): COC[C@H](C)N.COC[C@H](C)N.COC[C@H](C)N.COC[C@H](C)N.COC[C@H](C)N.CCOCC.CCOCC.CCOCC.CCOCC.CCOCC
E_HOMO, eV: -8.671

```
! wB97M-V def2-TZVPD RIJCOSX def2/J DEFGRID3
* xyz 0 1
C 9.66446 8.41530 13.47488
O 10.75418 9.04871 12.77034
C 12.02496 8.75445 13.24420
C 12.99020 9.03962 12.07750
C 14.43384 8.52170 12.25110
N 13.10480 10.43531 11.63766
H 9.74351 8.72524 14.51690
H 9.62520 7.32903 13.39378
H 8.72474 8.82968 13.10978
H 12.30736 9.36931 14.09876
H 11.99762 7.72417 13.59900
H 12.58990 8.55931 11.18466
H 15.08080 8.75960 11.40674
H 14.40636 7.44306 12.40560
H 14.93688 8.93961 13.12310
H 12.16540 10.70023 11.37792
H 13.37658 11.00400 12.42684
C 13.91036 14.59566 9.04312
O 14.22376 15.64500 9.98300
C 13.17844 15.99416 10.91790
C 13.00534 14.90644 11.98668
C 11.83052 15.05017 12.93164
N 14.13536 14.95994 12.88250
H 13.99702 13.60391 9.48696
H 14.55448 14.54651 8.16516
H 12.88686 14.56926 8.66912
H 13.37298 16.96970 11.36354
H 12.21436 16.11241 10.42330
H 12.95402 13.95073 11.46506
H 11.72380 16.08998 13.24068
H 11.79002 14.36252 13.77638
H 10.89596 14.86448 12.40228
H 14.11862 15.79505 13.45030
H 14.99290 15.05683 12.35776
C 20.18132 7.53206 16.99206
O 18.94450 7.82407 17.61000
C 18.00114 8.39953 16.66566
C 16.58602 8.41907 17.29366
C 16.45657 9.35704 18.46468
N 16.27146 7.05181 17.73240
H 20.82858 6.96389 17.66014
H 20.74458 8.40200 16.65438
H 20.16330 6.85536 16.13774
H 18.32480 9.38583 16.33316
H 17.97986 7.85326 15.72266
H 15.92144 8.74042 16.49170
H 16.63515 10.38999 18.16598
H 16.97300 9.06896 19.38032
H 15.41608 9.39401 18.78737
H 16.13045 6.41678 16.95976
H 17.16762 6.78562 18.11466
C 10.89106 9.59104 17.14854
O 11.12666 8.48399 18.00761
C 12.46918 8.39441 18.50130
C 12.64176 7.06232 19.20666
C 11.67128 6.92498 20.35384
N 14.02192 6.81661 19.72368
H 10.74478 10.55474 17.63638
H 9.97152 9.56338 16.56392
H 11.71938 9.71207 16.45044
H 13.20596 8.62878 17.73300
H 12.62476 9.20511 19.21311
H 12.54878 6.23301 18.50546
H 11.66894 7.80945 20.99088
H 12.00510 6.11632 21.00402
H 10.63664 6.80755 20.03161
H 14.70222 6.78792 18.97768
H 14.35116 7.62627 20.22980
C 13.07892 15.01942 18.00434
O 12.99740 13.76228 17.30807
C 13.79118 13.68567 16.13981
C 13.56988 12.32915 15.37436
C 14.12278 11.11781 16.08092
N 14.29152 12.39053 14.08508
H 12.43238 14.97042 18.88050
H 12.69542 15.91450 17.51458
H 14.11234 15.15840 18.32192
H 13.65776 14.48998 15.41636
H 14.82522 13.91467 16.39754
H 12.51448 12.09089 15.24220
H 15.17990 11.15960 16.34334
H 13.86668 10.19889 15.55358
H 13.60014 11.07570 17.03652
H 14.11122 13.20421 13.51454
H 15.28782 12.40761 14.24992
C 9.11192 14.26987 17.11896
C 9.88080 13.58090 16.00286
O 8.94882 13.17079 15.06026
C 9.49668 12.22614 14.12920
C 8.36340 11.64703 13.25470
H 8.19746 13.76962 17.43777
H 9.65647 14.34155 18.06046
H 8.75574 15.27883 16.91102
H 10.62736 14.19312 15.49696
H 10.40554 12.70173 16.37679
H 10.21992 12.79039 13.54044
H 9.98588 11.36953 14.59290
H 7.77358 12.36832 12.68904
H 7.69826 11.00532 13.83254
H 8.86591 11.02502 12.51398
C 17.55682 17.61496 16.73618
C 16.74455 16.66206 17.55528
O 17.51844 15.56913 18.09273
C 16.81909 14.70895 18.99434
C 17.71156 13.59790 19.51016
H 18.30998 18.00851 17.41880
H 18.10374 17.08668 15.95524
H 16.94211 18.34896 16.21516
H 16.26214 17.25734 18.33053
H 15.97142 16.23977 16.91337
H 16.46476 15.26607 19.86162
H 15.99766 14.23809 18.45428
H 17.19837 13.13236 20.35160
H 18.65980 14.02811 19.83247
H 17.90346 12.89296 18.70126
C 22.08692 8.18643 12.19494
C 21.34644 9.27926 12.96230
O 20.00321 9.19711 12.58692
C 19.22080 10.29909 13.05858
C 17.80578 9.90092 12.63822
H 21.62530 7.21798 12.38760
H 22.18606 8.33058 11.11908
H 23.09476 8.11973 12.60468
H 21.54358 9.23859 14.03356
H 21.68954 10.24191 12.58326
H 19.36459 10.57865 14.10228
H 19.47330 11.18617 12.47770
H 17.09654 10.64906 12.99230
H 17.42426 9.02495 13.16284
H 17.63430 9.66518 11.58792
C 16.48084 12.88584 11.08110
C 17.58714 13.51072 11.83890
O 17.39510 13.25054 13.27664
C 18.51476 13.50210 14.03080
C 18.13797 13.15565 15.44476
H 16.58532 13.27656 10.06892
H 16.54534 11.79975 11.01526
H 15.49902 13.19042 11.44352
H 18.57070 13.19426 11.49170
H 17.55254 14.59975 11.80848
H 19.42782 12.98371 13.73806
H 18.74157 14.56795 14.00586
H 17.19893 13.58280 15.79672
H 18.94104 13.39212 16.14281
H 17.95208 12.08484 15.52788
C 12.62110 9.48298 23.81894
C 11.59384 10.13324 22.91848
O 12.29234 10.87392 21.95982
C 11.47938 11.29513 20.88268
C 12.32926 12.05072 19.84386
H 13.10972 10.18414 24.49550
H 12.15442 8.71537 24.43628
H 13.38044 8.92533 23.27076
H 10.96098 9.36845 22.46828
H 10.93902 10.79648 23.48366
H 10.96508 10.43035 20.46346
H 10.71452 12.00545 21.19658
H 12.63056 12.98357 20.32044
H 11.81608 12.19515 18.89313
H 13.31000 11.60716 19.67208
*
```

[3]
DFT (the ωB97M-V functional and the def2-TZVPD basis) results for a cluster of 10 separate species, C40H105N5O15 in total at a distorted geometry.

Kohn-Sham gap, Eh: 0.332
Structure (SMILES): COCCNCCOC.COCCNCCOC.COCCNCCOC.COCCNCCOC.COCCNCCOC.CCO.CCO.CCO.CCO.CCO
E_HOMO, eV: -8.558
ΔE to the lowest compared entry with this formula, charge and spin, kJ/mol: 89.6

```
! wB97M-V def2-TZVPD RIJCOSX def2/J DEFGRID3
* xyz 0 1
C 0.32965 3.23468 -1.74428
O 1.38865 4.15879 -1.55926
C 2.07510 4.02979 -0.30609
C 2.98161 5.29185 -0.17355
N 2.28188 6.59570 -0.28195
C 1.56668 6.85081 0.95522
C 1.14628 8.27520 1.05851
O 0.28880 8.61551 -0.01479
C -0.30741 9.85454 0.04834
H 0.67503 2.20339 -1.81679
H -0.31833 3.28334 -2.61941
H -0.36247 3.39304 -0.91724
H 2.58201 3.06776 -0.38115
H 1.34570 4.04737 0.50371
H 3.71972 5.26334 -0.97510
H 3.61723 5.16981 0.70348
H 1.60192 6.42724 -1.00952
H 2.23455 6.61215 1.78293
H 0.67173 6.22919 0.98264
H 2.03402 8.90455 1.12124
H 0.62698 8.44713 2.00131
H -0.82820 10.04126 -0.89081
H 0.41662 10.66645 0.11681
H -0.95508 9.92114 0.92253
C 2.89864 4.72598 4.22529
O 2.27569 3.66805 3.45039
C 0.89825 3.57429 3.78453
C 0.27196 2.38718 3.02838
N 0.71006 1.13677 3.61345
C 0.39692 -0.00044 2.68531
C 0.66924 -1.33657 3.30422
O 2.08038 -1.43797 3.48532
C 2.48160 -2.60920 4.24962
H 2.82343 4.50984 5.29100
H 2.46103 5.70427 4.02641
H 3.95217 4.80784 3.95797
H 0.35599 4.43992 3.40407
H 0.72433 3.52568 4.85946
H 0.74757 2.43901 2.04899
H -0.81611 2.44345 2.99628
H 1.70935 1.12090 3.75929
H 1.03823 0.05707 1.80581
H -0.65996 0.01601 2.41915
H 0.21374 -2.10161 2.67545
H 0.19076 -1.30560 4.28309
H 2.04770 -3.51607 3.82840
H 2.06289 -2.64108 5.25549
H 3.55456 -2.76891 4.14309
C -3.04735 -5.74279 5.26862
O -4.35741 -5.31611 4.93771
C -4.88497 -5.87843 3.72273
C -6.09420 -5.11400 3.18468
N -5.68253 -3.74688 2.91205
C -4.80245 -3.71147 1.73056
C -4.40238 -2.21480 1.32255
O -3.91884 -1.37877 2.41607
C -2.69473 -1.83704 2.94469
H -3.05585 -6.82448 5.40267
H -2.65964 -5.24038 6.15483
H -2.36487 -5.70601 4.41952
H -5.35153 -6.82715 3.98797
H -4.08791 -6.10638 3.01504
H -6.83286 -5.12525 3.98615
H -6.54442 -5.66466 2.35873
H -5.17915 -3.49025 3.74922
H -5.37578 -4.03699 0.86256
H -3.99270 -4.42180 1.89736
H -5.25285 -1.76304 0.81196
H -3.58699 -2.31492 0.60616
H -2.89194 -2.73441 3.53117
H -2.32566 -1.16702 3.72120
H -1.94098 -2.01784 2.17836
C -0.61765 1.28009 -5.45800
O 0.00758 0.31167 -6.23826
C -0.73952 -0.37527 -7.28560
C -1.75748 -1.33812 -6.65935
N -1.07133 -2.56081 -6.22338
C -1.96017 -3.54011 -5.70211
C -1.20317 -4.73744 -5.02100
O -0.32329 -4.21635 -3.99869
C 0.50840 -5.19988 -3.36496
H -0.86039 2.15973 -6.05417
H 0.02911 1.63123 -4.65394
H -1.45462 0.88838 -4.87994
H 0.00356 -0.84363 -7.93103
H -1.28517 0.36521 -7.87047
H -2.45842 -1.59607 -7.45323
H -2.20805 -0.82241 -5.81133
H -0.25708 -2.33995 -5.66812
H -2.59596 -3.95503 -6.48423
H -2.64392 -3.10243 -4.97477
H -0.57786 -5.23419 -5.76284
H -1.81692 -5.58224 -4.70842
H 0.94739 -5.93033 -4.04455
H -0.07343 -5.78800 -2.65525
H 1.28267 -4.70692 -2.77709
C 3.88142 0.73793 1.31156
O 3.08988 0.16761 0.28935
C 3.32828 -1.17012 -0.02131
C 2.59819 -1.57148 -1.28456
N 1.16861 -1.26563 -1.16787
C 0.54813 -1.25653 -2.51462
C -0.98195 -1.11571 -2.51763
O -1.25741 0.23897 -2.10148
C -1.73093 0.31972 -0.77242
H 3.98396 0.23258 2.27187
H 3.32977 1.64291 1.56610
H 4.90894 0.90148 0.98666
H 3.00118 -1.81174 0.79688
H 4.36861 -1.41047 -0.24051
H 2.71546 -2.65164 -1.37173
H 3.10315 -1.03476 -2.08771
H 1.03005 -0.39274 -0.67903
H 0.72390 -2.20624 -3.01987
H 0.99232 -0.47222 -3.12752
H -1.52386 -1.79986 -1.86466
H -1.41364 -1.29796 -3.50177
H -1.10990 -0.04720 0.04477
H -2.66245 -0.19369 -0.53412
H -1.79918 1.37107 -0.49297
C -0.22909 -5.01271 1.97059
C 0.57246 -4.39918 0.78257
O -0.19853 -3.30676 0.29211
H -0.47062 -4.31172 2.76957
H 0.44874 -5.71233 2.45963
H -1.16515 -5.48171 1.66740
H 0.61016 -4.98600 -0.13521
H 1.55861 -4.03066 1.06504
H 0.31634 -2.71389 -0.26017
C 3.27819 1.85056 -3.62449
C 4.27953 3.02292 -3.32734
O 4.65633 3.67425 -4.53071
H 2.32851 2.22266 -4.00888
H 3.15685 1.33792 -2.67025
H 3.70442 1.21204 -4.39826
H 5.14957 2.56099 -2.86070
H 3.89559 3.82475 -2.69666
H 5.39922 4.26224 -4.37586
C -3.78045 1.88875 2.32527
C -3.94518 3.39335 2.31358
O -5.19174 3.67230 2.96074
H -3.69777 1.55653 3.36011
H -2.91830 1.50888 1.77709
H -4.65406 1.40257 1.89105
H -3.99989 3.76653 1.29092
H -3.11301 3.88776 2.81473
H -5.38236 4.61318 2.96261
C 6.08567 3.25479 -0.25868
C 6.88593 3.13861 1.02334
O 6.51181 4.16909 1.92620
H 6.02810 4.28800 -0.60112
H 5.03104 2.97957 -0.26909
H 6.46461 2.57585 -1.02257
H 7.94934 3.33607 0.88818
H 6.81352 2.16855 1.51512
H 6.93862 4.11438 2.78436
C -3.88270 -5.81689 -2.15288
C -2.91072 -5.60136 -1.03663
O -2.54816 -4.24170 -1.16518
H -4.14863 -6.87387 -2.13920
H -3.47591 -5.55386 -3.12932
H -4.85217 -5.37180 -1.92900
H -2.04972 -6.26207 -1.13789
H -3.32513 -5.78530 -0.04540
H -1.86378 -3.94467 -0.56103
*
```

Which formula does entry 3 have? C40H105N5O15